Record 1
{"formula": "C5H15N2O", "method": "wB97M-V/def2-TZVPD", "e_above_lowest_ev": 2.4544, "e_lumo_ev": -3.8, "homo_lumo_gap_ev": 7.7, "charge": 1, "homo_energy_ha": -0.42399, "elements": ["C", "H", "O", "H", "C", "H", "N", "H", "C", "H", "H", "H", "H", "C", "H", "H", "H", "H", "H", "N", "H", "C", "H"], "positions_angstrom": [[1.36088, 1.09102, 1.74320], [-0.09354, -0.53853, 2.02050], [-2.34621, -1.79003, -1.46740], [1.35894, 0.59382, -2.16581], [-0.03135, 0.55772, 2.06666], [1.74665, 0.75059, 0.79985], [-0.88424, 1.24662, 1.06218], [2.22914, -0.49547, 2.64273], [0.69452, 0.05540, -2.82167], [2.05229, 0.76753, 3.73280], [1.24473, -0.83452, -3.13394], [3.29105, 0.77726, 2.54365], [-0.53848, -2.35021, -2.28869], [-1.06882, -1.48031, -1.98552], [0.48733, 0.66282, -3.79089], [-0.69413, 0.77261, 0.17489], [1.39899, 2.13837, 1.88882], [-2.41238, -2.76833, -1.49292], [-0.32605, 0.97280, 3.06866], [2.30436, 0.52532, 2.78017], [-1.21567, 0.62191, -1.81585], [-0.60115, -0.24204, -2.11686], [-1.82455, 0.95522, 1.34413]], "forces_ev_per_a": [[-0.318, -1.050, 1.446], [0.116, 0.117, 0.232], [1.479, -0.393, -0.400], [0.321, 0.595, 0.020], [-0.160, 1.755, -0.410], [0.018, 0.125, -0.548], [-0.115, -1.359, 0.850], [0.242, 0.314, 0.625], [-0.568, 0.517, -1.525], [0.094, 0.109, 0.185], [-0.264, -0.123, 0.045], [-0.848, -0.080, 0.655], [0.619, -0.468, -0.368], [-1.749, 0.392, 0.719], [0.481, -0.813, 1.745], [-0.354, 0.210, 0.072], [-0.108, 1.084, -0.400], [-0.158, 0.949, 0.083], [0.209, -0.736, -0.704], [1.197, -1.013, -1.374], [0.154, -0.523, -0.219], [-0.286, -0.074, -0.110], [-0.005, 0.466, -0.617]], "lowdin_charge": [-0.145, 0.123, -0.028, 0.041, -0.258, 0.129, 0.020, 0.173, -0.115, 0.167, 0.071, 0.191, 0.109, -0.185, 0.115, 0.034, 0.124, 0.105, 0.139, 0.178, 0.110, -0.191, 0.092]}



Record 2
{"formula": "C21H28BaNP", "method": "wB97M-V/def2-TZVPD", "e_above_lowest_ev": 0.0000, "e_lumo_ev": -0.8, "homo_lumo_gap_ev": 4.9, "homo_energy_ha": -0.20907, "elements": ["H", "H", "H", "H", "C", "H", "C", "C", "C", "H", "H", "H", "H", "C", "C", "H", "C", "C", "H", "C", "H", "H", "C", "Ba", "H", "H", "N", "C", "H", "H", "C", "C", "C", "H", "H", "H", "P", "C", "H", "H", "C", "C", "H", "H", "H", "H", "C", "H", "C", "H", "C", "C"], "positions_angstrom": [[3.54437, 0.56764, -2.04841], [-2.86902, -3.28497, -1.40735], [-1.41192, 3.38727, -3.71554], [0.02365, 0.09666, 7.80093], [1.79794, 2.86045, -2.70615], [3.00178, -1.69131, -2.49687], [-1.27467, 1.21444, 4.85522], [-0.58427, 0.25800, 2.68623], [3.35698, -1.28030, 0.23414], [-1.92230, 1.40843, 6.90132], [-3.80685, -2.27423, -2.56393], [0.82918, 4.46724, -3.75850], [1.78995, 0.06152, 3.85086], [1.59750, 1.62729, -2.04318], [0.34044, 1.07579, -1.95457], [3.19549, 1.44954, -0.55488], [-3.19211, -2.25517, -1.65390], [2.73541, 0.88908, -1.38057], [3.13920, -2.31739, 0.54032], [-2.16398, 1.16259, -2.29988], [1.98337, -0.39827, 6.30936], [-2.14531, 1.70354, 4.41517], [0.69375, 3.49478, -3.27953], [-0.55989, -2.24290, -0.21755], [-0.52046, -2.57662, 2.50709], [-1.65564, 0.20645, -0.39405], [-2.01298, -1.36819, -1.80109], [-2.30045, 0.02020, -1.27881], [0.21433, -3.04010, 2.53384], [4.22412, -1.25456, -0.44085], [-0.56905, 2.90202, -3.21940], [-1.44253, -1.46427, -3.16433], [-0.01705, 0.35985, 6.74131], [2.80498, 3.29533, -2.74586], [-3.82721, -1.88134, -0.84350], [3.54193, -0.65276, 1.11931], [1.93371, -0.58274, -0.67110], [-0.28981, 0.65904, 4.00486], [1.74142, -2.75992, -1.83285], [-1.82756, -2.36999, -3.65432], [-1.13816, 1.04188, 6.23165], [-0.77084, 1.69584, -2.48495], [-1.71924, -0.59188, -3.75823], [-3.34160, -0.00970, -0.93935], [-0.34526, -1.50935, -3.15505], [-2.79198, 1.97847, -1.90421], [1.97819, -1.71761, -2.11677], [-2.61636, 0.89017, -3.26657], [0.96505, 0.26799, 4.53656], [1.32339, -1.39431, -2.93320], [1.06968, 0.04225, 5.90437], [-0.70931, -0.16583, 1.51275]], "forces_ev_per_a": [[-0.055, 0.140, -0.050], [-0.201, 0.089, -0.227], [0.100, 0.056, 0.139], [0.037, 0.232, -0.301], [-0.044, -0.593, 0.491], [0.010, -0.358, -0.119], [0.495, -0.487, 0.066], [-0.106, -0.205, -3.161], [0.668, -0.144, -0.253], [0.320, -0.210, -0.180], [0.136, -0.167, 0.185], [-0.119, -0.333, -0.013], [-0.372, -0.187, 0.204], [0.551, 1.777, -1.039], [-0.576, -2.250, 0.906], [-0.092, 0.013, -0.147], [0.080, 0.482, -0.133], [-0.228, 0.020, 0.250], [0.225, 0.336, 0.016], [-0.517, 0.046, 0.449], [-0.301, 0.191, -0.013], [0.161, -0.356, 0.152], [0.176, -0.074, -0.105], [2.150, 0.406, 1.966], [2.611, -1.427, 0.336], [-0.279, 0.094, -0.527], [-2.311, 0.613, -2.128], [-0.115, 0.396, -0.476], [-2.550, 1.381, -0.043], [0.213, -0.239, 0.466], [-0.293, -0.512, 0.597], [-0.090, -0.206, -0.063], [0.069, 0.179, -0.034], [-0.435, 0.032, -0.056], [0.183, -0.258, -0.048], [0.010, -0.333, -0.227], [-0.902, -0.101, 0.564], [0.179, 0.083, 0.853], [0.208, 0.119, -0.192], [0.091, 0.217, 0.102], [0.393, -0.102, -0.017], [1.027, 1.649, -1.195], [0.141, -0.312, -0.063], [0.171, 0.168, 0.018], [-0.563, 0.084, 0.128], [0.107, -0.217, -0.130], [0.400, -0.145, -0.439], [-0.097, 0.144, 0.271], [-0.594, -0.191, 0.242], [0.361, 0.011, 0.383], [-0.390, 0.371, 0.131], [-0.045, 0.079, 2.460]], "lowdin_charge": [0.088, 0.054, 0.097, 0.093, -0.066, 0.044, -0.047, -0.223, -0.318, 0.099, 0.101, 0.091, 0.108, -0.348, -0.090, 0.095, -0.142, -0.313, 0.029, -0.164, 0.098, 0.111, -0.117, 1.671, -0.001, 0.008, -0.600, -0.231, 0.049, 0.034, -0.064, -0.087, -0.108, 0.101, 0.088, 0.039, 0.677, -0.292, 0.004, 0.094, -0.099, -0.273, 0.084, 0.108, 0.037, 0.125, -0.351, 0.105, -0.049, 0.013, -0.098, -0.264]}